The following is a DFT calculation (ωB97M-V/def2-TZVPD) of a molecular structure, C5H12O3Tb in a non-equilibrium geometry.

Summary:
LUMO level (alpha / beta)   -3.13 / -3.14 eV
Expectation value of S²   12.62
HOMO energy (alpha / beta)   -9.321 / -11.837 eV
Orbital gap (alpha / beta)   6.194 / 8.699 eV

```
! RIJCOSX wB97M-V def2-TZVPD def2/J DEFGRID3
* xyz 1 7
C -4.2075 -0.4829 -1.3330
O -3.9992 0.8202 -0.8294
H -3.2719 -0.9160 -1.7219
H -4.5805 -1.1608 -0.5471
H -4.9357 -0.4129 -2.1467
H -3.4804 2.0100 0.2437
C -3.0852 0.8908 0.3768
O -1.7481 0.6246 0.0986
C -1.0205 1.5211 -0.7447
C 0.4226 1.4882 -0.3174
O 0.8245 0.1311 -0.2387
C 2.2107 -0.0470 0.0029
H -3.4329 0.2124 1.1755
H -1.4129 2.5409 -0.6477
H -1.1335 1.1952 -1.7871
H 0.5481 1.9678 0.6674
H 1.0382 2.0233 -1.0567
H 2.3697 -1.1071 0.2341
H 2.7848 0.2284 -0.8936
H 2.5376 0.5662 0.8558
Tb -0.6337 -1.6036 0.6263
*
```


The following is a DFT calculation (ωB97M-V/def2-TZVPD) of C5H9NO in the gas phase.

Summary:
LUMO level   0.89 eV
HOMO energy   -9.305 eV
Orbital gap   10.199 eV
SMILES   CC(=O)[C@H]1CN1C

```
! RIJCOSX wB97M-V def2-TZVPD def2/J DEFGRID3
* xyz 0 1
C 1.0930 -0.5392 1.3818
C 0.8352 0.8146 0.7777
O 0.8468 1.8180 1.4611
C 0.4443 0.9756 -0.6590
C 0.1369 -0.0243 -1.7088
N -0.9529 0.5752 -0.9689
C -1.6378 -0.3711 -0.0730
H 0.3477 -0.7198 2.1635
H 2.0789 -0.5054 1.8517
H 1.0629 -1.3474 0.6491
H 0.7638 1.9534 -1.0208
H 0.2155 0.3356 -2.7320
H 0.3273 -1.0884 -1.5771
H -1.1183 -1.3343 0.0420
H -1.8276 0.0338 0.9288
H -2.6156 -0.5765 -0.5160
*
```


The following is a DFT calculation (ωB97M-V/def2-TZVPD) of a molecular structure, C6H9N in a non-equilibrium geometry.

Summary:
LUMO level   0.86 eV
HOMO energy   -8.736 eV
Orbital gap   9.596 eV

```
! RIJCOSX wB97M-V def2-TZVPD def2/J DEFGRID3
* xyz 0 1
C 1.7096 0.8710 1.8197
C 1.3005 -0.1078 0.8244
C 1.1439 -0.9383 -0.0469
C 0.2412 -1.6467 -0.9174
C -1.1589 -0.5134 -0.1568
C -1.1959 0.7963 -0.8213
N -2.4432 0.1840 -0.3549
H 1.3639 1.8813 1.5710
H 2.8018 0.8793 1.8404
H 1.3437 0.6217 2.8208
H 0.2685 -2.7381 -0.7352
H 0.4480 -1.4736 -1.9844
H -0.9424 -0.8900 0.8250
H -1.1507 0.7353 -1.9088
H -0.7963 1.7285 -0.4233
H -2.7780 0.6425 0.5083
*
```


The following is a DFT calculation (ωB97M-V/def2-TZVPD) of C2HNO2 in the gas phase in a non-equilibrium geometry.

Summary:
LUMO level   0.03 eV
HOMO energy   -11.873 eV
Orbital gap   11.898 eV
SMILES   N#CC(=O)O

```
! RIJCOSX wB97M-V def2-TZVPD def2/J DEFGRID3
* xyz 0 1
N 2.2239 0.1730 -0.0224
C 1.0807 0.2013 -0.0098
C -0.4554 0.3547 -0.0314
O -0.8808 1.4950 -0.0072
O -1.2084 -0.7067 -0.0333
H -0.7599 -1.5174 0.1042
*
```


The following is a DFT calculation (ωB97M-V/def2-TZVPD) of a molecular structure, C15H44Ag2N7O6 in a non-equilibrium geometry.

Summary:
LUMO level   -6.05 eV
HOMO energy   -10.350 eV
Orbital gap   4.296 eV

```
! RIJCOSX wB97M-V def2-TZVPD def2/J DEFGRID3
* xyz 1 1
Ag 3.3433 -4.1834 -0.0932
Ag 3.3917 -1.0059 -2.0593
C 0.8401 -1.6844 -0.6212
O 1.8094 -2.5519 -1.1492
H 0.7776 -1.5529 0.4678
H 1.0114 -0.6514 -0.9568
H -0.1657 -2.0284 -0.8887
C -0.0737 2.8010 -0.7398
C -0.0436 4.2103 -1.3475
C 1.3514 4.8072 -1.1595
O 1.3785 6.1471 -1.5386
C 2.6110 6.7568 -1.4428
N -0.3719 4.0374 -2.7669
H 0.3308 2.8256 0.2750
H 0.6510 2.1974 -1.2945
H -1.0481 2.3215 -0.7923
H -0.6957 4.8374 -0.7298
H 2.0659 4.1964 -1.7338
H 1.6841 4.6939 -0.1186
H 2.9780 6.9650 -0.4343
H 2.7564 7.7126 -1.9684
H 3.3303 6.2632 -2.1241
H -0.4127 4.8965 -3.3114
H -1.3658 3.8043 -2.7528
C -1.8893 -2.1221 2.3380
C -2.3383 -2.8959 1.1256
C -1.6886 -4.2759 0.9794
O -1.6455 -5.1074 2.1134
C -2.8700 -5.5099 2.6832
N -3.8206 -2.9516 1.1039
H -0.7977 -2.0710 2.3848
H -2.2370 -2.6659 3.2181
H -2.2948 -1.1144 2.4300
H -2.1122 -2.4267 0.1523
H -0.6514 -4.2174 0.6324
H -2.1048 -4.7904 0.1012
H -2.6632 -6.0908 3.5890
H -3.4691 -6.1666 2.0527
H -3.3657 -4.6443 3.1272
H -4.1241 -1.9980 1.2767
H -4.0832 -3.1430 0.1228
C 3.6992 3.9762 3.6020
C 2.3080 3.6129 3.1146
C 1.9633 2.1199 3.2322
O 2.9745 1.2926 2.6850
C 2.5843 -0.0471 2.6368
N 1.3216 4.3421 3.9560
H 3.7982 4.0360 4.6883
H 4.0119 4.9436 3.2056
H 4.4812 3.2910 3.2684
H 2.2822 3.9579 2.0795
H 0.9924 1.8961 2.7659
H 1.8190 1.8080 4.2755
H 2.2861 -0.5263 3.5758
H 3.2102 -0.7723 2.1138
H 1.6581 -0.0624 2.0388
H 1.7181 4.2801 4.8899
H 0.4737 3.7846 4.0220
C 0.7803 -3.6117 -4.5542
O 0.3715 -3.9502 -5.6541
N 0.3260 -4.1365 -3.3872
N 1.8148 -2.7019 -4.3653
H -0.4712 -4.7457 -3.4749
H 0.5880 -3.7263 -2.5011
H 2.2874 -2.4591 -5.2228
H 2.3060 -2.8807 -3.5071
C -4.2295 -2.5038 -2.5846
O -4.3840 -3.2505 -1.6027
N -5.2714 -2.2277 -3.3826
N -3.0708 -1.8496 -2.8625
H -6.1312 -2.6423 -3.0657
H -5.2128 -1.5257 -4.0949
H -2.2343 -2.0780 -2.3628
H -3.0291 -1.2673 -3.6774
*
```